# C22H57ClN3O12

A cluster of 6 separate species, C22H57ClN3O12 in total (ωB97M-V with the def2-TZVPD basis set, the OMol25 dataset).

```
95
Properties=species:S:1:pos:R:3:forces:R:3
Cl 1.141518 -0.917212 -2.651988 -3.081 0.978 0.971
O 0.174555 -1.731076 -1.972775 -0.440 -0.792 1.197
O 0.377969 0.123994 -3.308181 0.581 1.000 0.058
O 2.061891 -0.381045 -1.681060 0.534 0.136 -0.388
O 1.727662 -1.707314 -3.642068 2.379 -1.298 -1.704
C 2.295773 4.779717 -5.012292 2.233 -1.119 -0.275
C 0.953420 5.338241 -5.052616 -1.386 -1.213 1.775
O 0.005012 4.344451 -5.548997 0.345 1.414 -1.134
H 2.277090 3.797421 -4.540226 0.019 -0.204 -0.093
H 3.015722 5.336153 -4.412177 -0.163 0.423 0.029
H 2.737984 4.670171 -6.002524 -0.010 -0.112 -0.114
H 0.997502 6.330106 -5.502457 -1.047 -0.308 -0.453
H 0.643814 5.359034 -4.007720 -0.005 1.233 0.255
H 0.207559 3.542310 -5.062020 0.001 -0.190 0.042
C 0.040538 -1.880879 2.710883 -1.334 -0.335 1.177
C 1.212408 -2.817989 2.971132 0.274 2.264 -1.866
O 1.272599 -3.721622 1.896589 0.322 -1.598 0.645
H 0.164848 -1.176250 1.888605 0.482 -0.017 0.127
H -0.248024 -1.368582 3.628698 0.222 0.536 0.018
H -0.869096 -2.430961 2.469901 0.029 -0.399 -0.127
H 1.321490 -3.235686 3.972008 -0.633 -0.687 -0.370
H 2.057571 -2.135894 2.878756 0.651 -0.004 0.288
H 1.252789 -3.264413 1.052690 -0.025 0.306 0.019
C 3.249744 2.739820 6.444979 0.500 -0.051 -1.206
O 3.451508 3.023004 5.011846 0.153 1.071 2.081
C 3.434868 1.890840 4.188260 -1.431 -0.002 -0.105
C 3.397622 2.270786 2.694192 0.584 -0.499 0.114
N 2.453815 3.324437 2.309031 0.150 0.347 0.385
C 2.717420 4.043553 1.003047 0.424 0.380 2.960
C 2.180473 5.527292 1.048344 -1.624 0.049 -1.112
O 2.497454 6.420196 2.130053 -0.154 0.191 0.727
C 1.827394 7.727882 2.140907 0.892 -0.766 -0.301
H 2.250320 2.340398 6.617345 0.168 -0.659 -0.148
H 3.306297 3.571267 7.147538 0.044 0.942 -0.988
H 4.094119 2.144487 6.792420 -0.345 -0.808 -0.068
H 2.532832 1.320110 4.408945 -0.511 -0.038 -0.004
H 4.217532 1.165852 4.411729 0.655 0.232 -0.186
H 3.176322 1.295435 2.260820 -0.258 0.081 -0.611
H 4.416302 2.495339 2.378012 0.321 0.284 -0.107
H 2.523127 3.987949 3.067345 -0.153 0.397 0.029
H 2.250416 3.365951 0.288303 0.018 0.894 -0.682
H 3.793533 4.137595 0.857387 0.266 -0.350 -0.316
H 1.096681 5.480251 0.942083 -0.372 -0.150 0.374
H 2.455152 6.021455 0.116438 0.519 -0.061 -0.258
H 2.048780 8.261035 1.216340 -0.299 -0.122 -0.295
H 2.223985 8.374743 2.923452 0.704 -0.584 0.200
H 0.765074 7.757636 2.383170 -0.280 -0.816 -0.508
C -6.370178 1.431339 -3.489882 0.282 0.271 -0.371
O -6.303011 2.100139 -2.302521 -0.106 1.243 1.647
C -5.169805 2.942319 -2.117191 -0.183 -1.518 2.009
C -3.839763 2.171236 -1.820429 -0.979 -0.173 0.169
N -3.887042 1.256253 -0.619435 -1.040 1.554 -1.783
C -3.874424 1.961746 0.669158 -0.823 -1.370 0.076
C -4.345806 0.983664 1.815847 -0.394 0.396 -0.776
O -5.768391 0.496503 1.776018 2.389 1.039 -1.090
C -6.134598 -0.280592 2.876699 -0.634 0.109 0.008
H -7.364751 0.986406 -3.520835 0.323 -0.538 -0.196
H -5.509352 0.762735 -3.482318 -0.346 -0.657 -0.919
H -6.315925 2.188696 -4.271908 0.195 -0.250 -0.770
H -5.467642 3.353640 -1.152713 0.298 0.864 -0.157
H -5.087957 3.704328 -2.892274 0.184 -0.013 -0.153
H -3.045589 2.908856 -1.705069 0.172 0.287 -0.096
H -3.601006 1.569282 -2.697219 0.228 -0.135 0.124
H -3.094549 0.657784 -0.803542 0.188 -0.191 0.865
H -4.486736 2.862048 0.720593 -0.333 -0.143 -0.653
H -2.860392 2.319330 0.848016 0.251 -0.120 0.761
H -4.190762 1.531270 2.745479 -0.067 -0.220 0.329
H -3.602405 0.193913 1.707537 -0.440 -0.688 0.516
H -5.854418 0.250616 3.786330 0.084 -0.441 0.405
H -5.859470 -1.334896 2.847499 1.100 -0.003 0.042
H -7.216707 -0.409292 2.853072 -0.267 0.651 -0.015
C 4.673927 -5.173822 0.024622 -0.939 -1.113 -0.935
O 3.566474 -5.990476 -0.384728 -0.015 -0.355 1.617
C 3.421600 -6.297085 -1.741965 0.001 1.747 -0.077
C 1.923563 -6.374534 -2.033242 1.669 0.607 -0.892
N 1.372461 -7.620896 -1.615441 -1.636 0.011 0.216
C -0.019750 -7.796856 -2.099677 -1.501 0.591 0.632
C -1.059247 -6.600188 -1.766650 1.664 -1.308 0.706
O -1.042115 -6.468063 -0.335190 -1.430 0.748 -0.282
C -2.098720 -5.554615 0.006624 0.861 1.427 0.099
H 5.572388 -5.735626 -0.230792 0.507 0.526 -0.254
H 4.675872 -5.056182 1.108256 -0.435 0.002 -0.112
H 4.528896 -4.220669 -0.483877 0.700 0.238 0.068
H 4.084051 -7.096425 -2.074106 -0.251 -0.695 0.094
H 3.749379 -5.429824 -2.315125 0.226 0.308 -0.301
H 1.795826 -6.258843 -3.109530 0.059 0.156 -0.579
H 1.567422 -5.426153 -1.630933 -0.703 -0.505 0.595
H 1.917802 -8.285389 -2.145675 0.037 -0.483 0.247
H -0.437749 -8.683464 -1.622915 0.031 0.003 0.310
H -0.056532 -8.057383 -3.157450 0.009 0.510 -0.485
H -2.106356 -6.746293 -2.031822 0.032 -0.953 -0.532
H -0.814965 -5.672033 -2.283335 0.534 0.264 0.211
H -3.141233 -5.808204 -0.185629 0.054 -1.000 -0.238
H -1.948969 -4.624719 -0.541964 0.090 0.155 -0.447
H -2.056711 -5.169570 1.025484 0.435 -0.812 0.317
```
Positions in Å, forces in eV/Å.

Values from the calculation:
* HOMO-LUMO gap: 8.3 eV
* relative energy (zero: lowest compared OMol25 entry of this formula, charge and spin): 461.9 kJ/mol
* highest occupied orbital energy: -6.02 eV
* E_tot: -2399.25039 Eh
* net charge: -1
* F_max: 0.066 hartree/bohr

---

# C25H45BIrN11O2

A structure of composition C25H45BIrN11O2 (ωB97M-V with the def2-TZVPD basis set, the OMol25 dataset).

```
85
Properties=species:S:1:pos:R:3:forces:R:3
Ir -0.018457 -0.314760 0.020393 -0.026 -0.201 -0.242
C 2.491345 0.981665 4.597686 -0.002 -0.010 0.003
C 2.369120 0.367695 3.246845 0.016 0.025 -0.063
C 3.326430 -0.275547 2.477817 0.004 -0.052 0.025
C 2.706118 -0.607031 1.272289 -0.001 0.074 -0.014
N 1.432779 -0.221054 1.355303 0.050 -0.043 0.035
N 1.221652 0.400814 2.538978 -0.085 -0.259 0.137
B -0.011593 1.330741 2.623152 -0.009 0.079 -0.038
N -1.296781 0.483210 2.485455 0.024 -0.073 0.082
N -1.506106 -0.108853 1.291483 0.147 -0.218 0.099
C -2.763990 -0.527636 1.203012 -0.069 0.114 -0.038
C -3.392785 -0.212850 2.410696 -0.031 -0.019 0.032
C -2.445768 0.437908 3.187306 -0.005 -0.005 -0.013
C -2.582167 1.055266 4.537330 0.005 -0.020 -0.010
C -3.316754 -1.119450 -0.062848 -0.093 -0.012 0.001
C -3.523941 -2.631060 0.112707 0.101 -0.081 0.039
C -4.681810 -0.468147 -0.341273 0.003 0.000 0.008
C -2.391718 -0.846506 -1.270194 0.090 -0.198 -0.091
N 0.051313 2.233945 1.368221 -0.044 0.017 -0.016
N 0.059377 1.698235 0.104628 0.061 0.270 -0.225
C 0.119785 2.711699 -0.783168 -0.027 -0.018 0.155
C 0.148484 3.904645 -0.055769 0.005 0.041 -0.049
C 0.103182 3.573483 1.279801 0.024 -0.012 0.027
C 0.110433 4.468150 2.471163 -0.005 -0.009 0.003
C 0.177762 2.680356 -2.301201 -0.004 0.002 0.015
C 1.534916 3.270154 -2.719039 0.014 0.001 -0.007
C -0.952235 3.578783 -2.829215 0.006 0.031 -0.015
C 0.024243 1.313726 -2.961887 -0.017 0.013 -0.040
C 3.262443 -1.142364 -0.017141 0.052 -0.090 0.024
C 4.703109 -0.638315 -0.179608 0.013 0.004 0.008
C 3.266716 -2.677200 -0.047122 -0.040 0.018 0.007
C 2.439243 -0.554154 -1.163576 0.010 0.125 -0.032
H 3.453714 0.723396 5.032317 -0.001 0.002 -0.001
H 2.423923 2.068468 4.540312 -0.006 -0.001 0.006
H 1.705100 0.627358 5.263796 0.004 0.010 0.011
H 4.353290 -0.448161 2.750264 0.001 0.002 -0.003
H -0.012456 1.968109 3.624677 0.002 -0.024 0.013
H -4.420126 -0.393791 2.676657 0.000 0.005 -0.003
H -3.535439 0.772482 4.977161 -0.002 0.004 -0.001
H -1.782315 0.739165 5.207536 -0.002 0.008 -0.006
H -2.549106 2.143153 4.471118 0.001 0.001 0.003
H -4.204926 -2.823034 0.941817 -0.003 -0.006 -0.001
H -3.965543 -3.053849 -0.789953 0.013 -0.014 -0.005
H -2.585932 -3.157103 0.312396 -0.153 0.086 -0.049
H -5.392785 -0.695800 0.451963 -0.003 0.012 0.008
H -4.595020 0.616026 -0.426839 0.007 -0.005 0.001
H -5.091076 -0.857883 -1.273717 -0.005 -0.006 0.002
H -1.984482 -1.749441 -1.717189 0.011 0.007 0.023
H -2.911567 -0.280889 -2.045497 0.008 -0.041 -0.032
H -1.554475 -0.112181 -1.093684 0.093 0.284 -0.012
H 0.199787 4.900535 -0.460062 -0.003 -0.005 0.011
H 0.175345 5.503320 2.146177 -0.001 0.002 0.001
H -0.799360 4.351387 3.060149 0.002 0.000 0.000
H 0.961319 4.258909 3.119390 -0.001 0.003 -0.002
H 1.680599 4.270326 -2.313062 0.001 -0.006 -0.002
H 2.362697 2.643811 -2.378514 0.004 0.008 0.001
H 1.585699 3.336094 -3.806278 0.005 -0.002 0.001
H -0.855299 4.604309 -2.476165 -0.002 -0.007 -0.009
H -0.922054 3.597308 -3.919161 -0.003 0.001 0.003
H -1.930082 3.203995 -2.520865 0.001 0.001 0.003
H 0.769196 0.593155 -2.634349 0.009 -0.024 -0.003
H -0.973494 0.900234 -2.830285 -0.046 -0.020 0.029
H 0.166759 1.437327 -4.036102 -0.012 0.001 0.004
H 5.352286 -1.084434 0.573650 0.002 0.011 0.005
H 5.088354 -0.927794 -1.157465 0.003 -0.005 0.000
H 4.763625 0.446725 -0.089353 -0.003 0.001 -0.001
H 3.717747 -3.072796 0.863151 0.021 0.003 -0.012
H 2.263516 -3.088528 -0.149036 0.016 0.004 0.011
H 3.856768 -3.029996 -0.893307 -0.019 -0.001 -0.018
H 2.468796 0.534695 -1.177558 0.036 -0.023 0.007
H 2.778375 -0.928097 -2.131944 -0.001 0.034 -0.021
H 1.375539 -0.927632 -1.198003 -0.109 -0.098 -0.066
N -0.258793 -2.264774 4.466338 -0.226 0.022 0.018
N -0.295578 -3.596807 4.036656 0.104 0.037 -0.089
C -0.192632 -3.995791 2.769000 -0.124 -0.096 0.035
N -0.104287 -5.294427 2.522436 0.072 -0.097 0.204
N -0.172690 -2.983634 1.845502 0.043 0.042 -0.145
N -0.146651 -3.341060 0.583370 -0.041 -0.004 0.119
O -0.198523 -4.475725 0.164253 0.052 -0.014 -0.422
O -0.082515 -2.407039 -0.295837 -0.084 0.259 0.616
H 0.240874 -1.721218 3.775634 0.161 0.114 -0.082
H -1.213207 -1.918218 4.495592 -0.009 0.056 -0.029
H -0.214516 -4.275382 4.777806 0.062 -0.012 -0.009
H -0.083936 -5.961740 3.276900 -0.012 0.022 0.033
H -0.048587 -5.616612 1.569886 -0.033 -0.024 0.053
```
Positions in Å, forces in eV/Å.

Values from the calculation:
* HOMO-LUMO gap: 8.3 eV
* relative energy (zero: lowest compared OMol25 entry of this formula, charge and spin): 0.0 kJ/mol
* highest occupied orbital energy: -14.47 eV
* E_tot: -1861.10560 Eh
* net charge: +2
* F_max: 0.013 hartree/bohr

---

# C3H11NOS2

A cluster of 3 separate species, C3H11NOS2 in total (ωB97M-V with the def2-TZVPD basis set, the OMol25 dataset).

```
18
Properties=species:S:1:pos:R:3:forces:R:3
S -3.744870 0.088438 -0.712560 -0.759 0.065 -0.068
S 3.794184 -0.346424 0.295124 0.330 0.922 0.154
C 2.114229 -0.413931 -0.328522 0.101 -1.582 -0.035
C 1.036255 0.404406 0.412540 0.540 -1.737 -0.355
N -0.263286 -0.173923 0.072478 -0.106 3.202 -1.140
C -0.717716 -0.095515 -1.297207 -0.692 -0.502 -0.631
H 4.071354 0.992289 0.293220 -0.322 -0.544 -0.232
H 1.956680 -1.485426 -0.082277 -0.379 0.434 0.222
H 2.013184 -0.506320 -1.418516 0.202 1.078 0.152
H 1.171972 0.250241 1.481466 -0.002 0.308 0.076
H 1.057399 1.481506 0.172685 -0.222 -0.281 -0.073
H -0.975866 0.140274 0.770056 -0.051 -1.116 0.629
H -0.794373 0.925643 -1.704911 0.955 0.300 0.506
H -0.139875 -0.700367 -1.995591 0.134 0.056 0.174
H -1.791544 -0.313256 -1.427194 0.560 -0.870 0.446
H -2.654036 0.626800 1.173727 -0.728 0.166 0.087
H -2.537195 0.219573 2.653421 0.052 -0.097 0.179
O -2.044477 0.601420 1.921919 0.387 0.201 -0.092
```
Positions in Å, forces in eV/Å.

Values from the calculation:
* ⟨S²⟩: 1.756
* HOMO-LUMO gap (spin up / spin down): 5.0 / 6.2 eV
* relative energy (zero: lowest compared OMol25 entry of this formula, charge and spin): 349.8 kJ/mol
* spin multiplicity: 2
* highest occupied orbital energy (spin up / spin down): -12.76 / -12.86 eV
* E_tot: -1046.83103 Eh
* net charge: +1
* F_max: 0.066 hartree/bohr

---

# C4H11N3O2

A cluster of 2 separate species, C4H11N3O2 in total (ωB97M-V with the def2-TZVPD basis set, the OMol25 dataset).

```
20
Properties=species:S:1:pos:R:3:forces:R:3
H 1.270753 4.478958 1.223875 -0.038 3.669 2.053
N 1.314914 3.606225 0.876573 -3.958 -5.787 -1.799
C 0.173955 2.908854 1.210847 5.215 1.336 -0.582
N -0.587760 3.240040 2.299702 -1.416 -4.227 -1.362
N -0.047433 1.656932 0.601329 -1.728 1.290 2.366
C 1.126333 0.886474 0.158723 0.364 1.061 2.368
H -0.883182 2.485914 2.899978 -0.139 -0.127 -0.329
H -0.666392 4.060557 2.746851 0.383 3.688 1.101
H -0.823568 1.084615 1.108882 2.149 1.358 -1.364
H 2.093907 1.441568 0.069595 -1.213 0.083 0.667
H 0.909248 0.626826 -0.812832 -0.313 -1.750 -1.982
H 1.182647 0.150526 0.975498 0.685 -0.616 -1.142
C -0.927397 -2.959270 -0.042865 -0.449 1.562 1.068
C -0.341652 -3.181600 -1.527864 2.094 1.245 4.857
O 0.877480 -3.348162 -1.648111 -3.565 -0.287 -1.326
O -1.320820 -2.701305 -2.261099 -0.363 -1.462 -5.295
H -2.052516 -2.662248 0.135843 2.043 -0.590 -1.268
H -0.339221 -1.994768 0.261879 -0.880 -1.926 -0.151
H -0.809232 -3.767057 0.712185 0.717 0.455 -0.811
H -1.281220 -2.958277 -3.284355 0.410 1.024 2.932
```
Positions in Å, forces in eV/Å.

Values from the calculation:
* SMILES: [H]/N=C(\N)NC.CC(=O)O
* HOMO-LUMO gap: 8.6 eV
* relative energy (zero: lowest compared OMol25 entry of this formula, charge and spin): 341.5 kJ/mol
* highest occupied orbital energy: -8.20 eV
* E_tot: -473.67269 Eh
* net charge: 0
* F_max: 0.141 hartree/bohr